Computed, not measured: C41H43BN6SW as an isolated structure at a distorted geometry, with the ωB97M-V functional and the def2-TZVPD basis.

Output
HOMO (alpha / beta) in eV: -5.93 / -6.95
Gap between HOMO and LUMO (alpha / beta) in eV: 6.38 / 6.97
Spin multiplicity: 3
Total charge: 0
⟨S²⟩: 2.1521

Each line ends with the Löwdin spin population.
Element x y z (Å)
W1 -0.154 0.139 -0.248  1.768
C1 -2.905 -0.123 4.774  0.001
C2 -1.673 0.055 3.948  0.005
C3 -0.374 0.251 4.365  0.001
C4 0.384 0.381 3.192  0.008
N1 -0.407 0.236 2.124  0.009
N2 -1.672 0.068 2.604  0.001
B1 -2.872 -0.091 1.643  0.003
N3 -2.887 1.165 0.743  0.017
N4 -1.772 1.401 0.025  0.015
C5 -1.747 2.703 -0.282  0.045
C6 -2.912 3.308 0.203  0.010
C7 -3.596 2.308 0.867  0.035
C8 -4.882 2.377 1.619  0.006
C9 -0.577 3.180 -0.999  0.013
C10 -0.589 4.331 -1.781  0.005
C11 0.522 4.686 -2.524  0.006
C12 1.655 3.878 -2.502  0.005
C13 1.679 2.735 -1.725  0.005
C14 0.571 2.370 -0.972  0.020
N5 -2.652 -1.345 0.786  0.007
N6 -1.500 -1.567 0.088  0.013
C15 -1.630 -2.787 -0.471  0.015
C16 -2.876 -3.323 -0.137  0.005
C17 -3.493 -2.383 0.659  0.011
C18 -4.829 -2.463 1.320  0.002
C19 -0.607 -3.492 -1.260  0.000
C20 -0.920 -4.016 -2.514  0.001
C21 0.029 -4.727 -3.230  0.000
C22 1.297 -4.927 -2.699  0.002
C23 1.602 -4.438 -1.438  0.001
C24 0.648 -3.736 -0.716  0.002
C25 1.821 0.709 3.170  0.001
C26 2.291 1.837 2.505  0.002
C27 3.634 2.177 2.559  0.000
C28 4.523 1.392 3.280  0.001
C29 4.061 0.266 3.947  0.000
C30 2.715 -0.071 3.896  0.002
H1 -2.643 -0.059 5.828  0.000
H2 -3.369 -1.094 4.590  0.000
H3 -3.647 0.646 4.557  0.000
H4 -0.016 0.341 5.377  0.000
H5 -3.894 -0.175 2.251  0.000
H6 -3.200 4.344 0.122  0.000
H7 -5.378 3.322 1.405  0.000
H8 -4.715 2.312 2.696  0.002
H9 -5.545 1.560 1.334  0.001
H10 -1.487 4.937 -1.815  0.000
H11 0.507 5.580 -3.133  0.000
H12 2.523 4.139 -3.095  0.000
H13 2.549 2.103 -1.720  0.000
H14 0.768 1.690 -0.071  0.017
H15 -3.263 -4.285 -0.430  0.000
H16 -5.301 -3.406 1.054  0.000
H17 -5.484 -1.646 1.012  0.000
H18 -4.733 -2.419 2.406  0.000
H19 -1.907 -3.857 -2.931  0.000
H20 -0.219 -5.126 -4.206  0.000
H21 2.044 -5.468 -3.267  0.000
H22 2.588 -4.587 -1.015  0.000
H23 0.867 -3.385 0.281  0.001
H24 1.595 2.462 1.956  0.000
H25 3.990 3.056 2.037  0.000
H26 5.574 1.650 3.305  0.000
H27 4.748 -0.358 4.504  0.000
H28 2.357 -0.954 4.412  0.000
S1 2.124 -0.882 0.081  0.119
C31 3.854 -0.569 0.150  0.018
C32 4.500 0.598 -0.256  0.012
C33 5.880 0.721 -0.155  0.000
C34 6.649 -0.317 0.350  0.010
C35 6.015 -1.485 0.757  -0.001
C36 4.639 -1.609 0.663  0.011
H29 3.932 1.427 -0.641  0.000
H30 6.358 1.640 -0.475  0.000
H31 7.724 -0.217 0.430  0.001
H32 6.599 -2.307 1.156  0.000
H33 4.143 -2.511 1.000  0.002
C37 -1.355 -1.199 -4.168  -0.009
C38 -1.069 0.102 -3.401  -0.019
C39 -0.316 1.071 -4.328  -0.014
C40 -2.417 0.728 -3.023  0.001
C41 -0.165 -0.200 -2.229  -0.198
H34 -1.914 -0.976 -5.081  -0.001
H35 -1.957 -1.871 -3.553  0.000
H36 -0.430 -1.713 -4.440  0.001
H37 -0.918 1.274 -5.219  -0.002
H38 0.641 0.650 -4.646  0.000
H39 -0.123 2.019 -3.821  0.000
H40 -3.051 0.801 -3.911  0.000
H41 -2.292 1.732 -2.621  0.000
H42 -2.938 0.115 -2.283  0.001
H43 0.674 -0.808 -2.600  0.003

***

Computed, not measured: C41H43BrCl3F5HfN6O5 as an isolated structure at a distorted geometry, with the ωB97M-V functional and the def2-TZVPD basis.

Output
HOMO in eV: -7.36
Gap between HOMO and LUMO in eV: 6.67
Spin multiplicity: 1
Total charge: 0
Energy relative to the best compared isomer or geometry (same formula, charge and spin) in kJ/mol: 0.0

Each line ends with the Löwdin charge.
Element x y z (Å)
Hf1 -0.639 1.977 1.033  1.828
C1 -1.476 3.818 -1.625  -0.092
N1 -0.858 2.504 -1.460  -0.332
C2 -1.411 1.525 -2.381  -0.072
C3 0.577 2.627 -1.740  -0.226
C4 1.292 3.616 -0.896  -0.199
N2 0.774 3.490 0.481  -0.144
C5 1.451 4.243 1.403  -0.221
C6 0.837 5.264 2.182  -0.129
F1 -0.509 5.450 2.016  0.071
C7 1.454 5.866 3.237  -0.201
F2 0.603 6.561 4.047  0.073
C8 2.833 5.781 3.424  0.075
C9 3.471 4.868 2.626  -0.207
F3 4.806 4.736 2.633  0.091
C10 2.797 4.079 1.680  -0.171
F4 3.499 3.237 0.919  0.093
H1 -1.249 4.170 -2.654  0.100
H2 -0.965 4.526 -0.922  0.091
H3 -2.580 3.805 -1.499  0.097
H4 -1.508 1.887 -3.405  0.088
H5 -2.428 1.161 -2.178  0.107
H6 -0.636 0.731 -2.484  0.092
H7 0.623 2.865 -2.809  0.136
H8 0.972 1.671 -1.502  0.074
H9 1.108 4.665 -1.243  0.127
H10 2.402 3.502 -0.892  0.130
H11 3.325 6.316 4.257  0.148
F5 3.345 -1.631 -3.350  0.022
C11 2.221 -2.210 -2.797  -0.199
C12 1.637 -1.373 -1.923  0.048
C13 0.598 -1.845 -1.167  -0.088
C14 -0.129 -0.910 -0.365  -0.257
O1 0.239 0.299 -0.171  -0.136
C15 -1.386 -1.423 0.093  -0.028
C16 -1.612 -2.812 0.078  0.104
N3 -0.717 -3.692 -0.492  0.030
C17 -0.993 -5.136 -0.401  -0.236
C18 -1.978 -5.599 0.603  -0.076
C19 -2.320 -5.661 -0.868  -0.076
C20 0.318 -3.242 -1.246  -0.129
C21 0.989 -4.094 -2.132  0.078
C22 1.925 -3.540 -3.062  -0.124
N4 2.341 -4.172 -4.207  -0.059
C23 2.829 -3.326 -5.260  -0.173
C24 2.718 -3.883 -6.675  -0.218
N5 3.400 -5.141 -6.796  -0.068
C25 3.260 -5.989 -5.630  -0.173
C26 2.036 -5.579 -4.676  -0.071
C27 -2.370 -0.678 0.838  -0.567
O2 -3.463 -1.171 1.067  0.084
O3 -1.944 0.443 1.369  -0.165
H12 2.098 -0.349 -1.880  0.169
H13 -2.464 -3.256 0.613  0.135
H14 -0.030 -5.627 -0.580  0.147
H15 -2.578 -4.868 1.089  0.082
H16 -1.886 -6.612 1.029  0.128
H17 -2.985 -4.907 -1.365  0.133
H18 -2.445 -6.624 -1.280  0.085
H19 0.455 -4.960 -2.374  0.089
H20 3.944 -3.132 -5.109  0.146
H21 2.402 -2.288 -5.171  0.138
H22 3.132 -3.204 -7.358  0.099
H23 1.593 -3.974 -6.881  0.136
H24 0.926 -9.579 -9.259  -0.269
H25 2.999 -5.669 -7.542  0.096
H26 4.154 -5.818 -5.030  0.110
H27 3.289 -7.039 -5.891  0.109
H28 1.888 -6.222 -3.834  0.100
H29 1.063 -5.568 -5.209  0.121
Cl1 4.512 -1.395 3.823  0.604
C28 3.368 -1.064 2.602  -1.205
Cl2 3.399 -2.066 1.186  0.604
Cl3 1.463 -9.909 -8.166  0.270
C29 2.644 0.044 2.675  -0.260
N6 2.039 1.084 2.570  0.102
C30 0.096 -0.976 3.857  -0.017
C31 0.182 0.614 4.117  -0.600
C32 -1.198 1.066 4.473  -0.094
C33 1.040 0.839 5.348  -0.055
C34 0.687 1.419 2.910  -0.296
H30 -0.504 -1.456 4.699  0.097
H31 1.061 -1.510 3.748  0.060
H32 -0.482 -1.101 2.888  0.078
H33 -1.476 0.519 5.396  0.098
H34 -1.898 0.906 3.575  0.096
H35 -1.259 2.104 4.704  0.058
H36 0.675 0.164 6.125  0.085
H37 0.868 1.825 5.720  0.077
H38 2.088 0.602 5.163  0.074
H39 0.741 2.506 3.201  0.098
Br1 -4.890 5.408 6.225  0.733
C35 -4.904 5.038 4.370  -0.669
C36 -5.981 5.497 3.588  -0.114
C37 -6.036 5.112 2.253  -0.074
C38 -4.996 4.379 1.689  -0.011
C39 -3.899 4.021 2.456  -0.110
C40 -3.844 4.312 3.835  -0.037
C41 -2.696 3.322 1.933  -0.576
O4 -1.722 3.089 2.683  -0.097
O5 -2.637 2.959 0.731  -0.079
H40 -6.764 6.190 3.977  0.118
H41 -6.789 5.527 1.620  0.098
H42 -4.971 4.114 0.613  0.129
H43 -2.985 3.934 4.365  0.111

***

Computed, not measured: a 13-piece molecular cluster, C41H43F11N2O33 overall at a distorted geometry, with the ωB97M-V functional and the def2-TZVPD basis.

Output
HOMO in eV: -8.02
Gap between HOMO and LUMO in eV: 7.80
Spin multiplicity: 1
Total charge: 0

Each line ends with the Löwdin charge.
Element x y z (Å)
C1 -2.726 -3.724 -3.730  -0.088
C2 -1.762 -4.806 -3.322  -0.287
O1 -0.945 -4.927 -4.462  0.117
C3 -1.709 -4.626 -5.544  -0.537
O2 -1.484 -4.821 -6.690  0.190
O3 -2.790 -3.911 -5.123  0.091
F1 -2.414 -6.009 -3.190  0.074
H1 -2.382 -2.723 -3.481  0.100
H2 -3.645 -3.996 -3.212  0.135
H3 -1.118 -4.606 -2.467  0.146
C4 -0.273 0.966 0.148  -0.018
C5 0.586 -0.122 0.780  -0.260
O4 0.190 -1.284 0.052  0.144
C6 -0.939 -0.991 -0.642  -0.533
O5 -1.416 -1.736 -1.450  0.102
O6 -1.388 0.192 -0.312  0.060
F2 0.406 -0.333 2.103  0.087
H4 0.303 1.356 -0.693  0.127
H5 -0.438 1.821 0.797  0.131
H6 1.648 0.110 0.666  0.155
C7 -2.518 1.752 -4.033  -0.028
C8 -3.339 3.100 -4.049  -0.254
O7 -2.693 3.828 -3.018  0.140
C9 -2.207 2.946 -2.147  -0.572
O8 -1.839 3.209 -1.026  0.142
O9 -2.189 1.728 -2.633  0.082
F3 -4.603 2.784 -3.685  0.092
H7 -1.594 1.767 -4.609  0.135
H8 -3.150 0.892 -4.233  0.131
H9 -3.278 3.510 -5.055  0.171
C10 0.946 -2.392 -3.607  -0.038
C11 1.540 -0.982 -3.593  -0.301
O10 0.401 -0.168 -3.703  0.134
C12 -0.597 -0.893 -4.283  -0.514
O11 -1.645 -0.482 -4.654  0.159
O12 -0.169 -2.164 -4.437  0.078
F4 2.403 -0.835 -4.634  0.091
H10 0.775 -2.787 -2.606  0.136
H11 1.630 -3.015 -4.183  0.155
H12 2.037 -0.764 -2.648  0.145
C13 -0.142 5.951 -0.351  -0.054
C14 0.239 5.399 -1.674  -0.286
O13 0.972 4.225 -1.348  0.118
C15 1.151 4.129 -0.030  -0.552
O14 1.800 3.285 0.499  0.172
O15 0.645 5.220 0.598  0.092
F5 1.114 6.169 -2.395  0.062
H13 -1.219 5.808 -0.242  0.137
H14 0.078 7.005 -0.196  0.151
H15 -0.652 5.256 -2.287  0.155
C16 -1.860 3.345 3.017  -0.083
C17 -2.451 4.317 4.072  -0.305
O16 -1.442 4.391 5.007  0.128
C18 -0.563 3.338 4.895  -0.510
O17 0.369 3.146 5.586  0.209
O18 -0.948 2.647 3.792  0.061
F6 -3.540 3.719 4.660  0.059
H16 -1.343 3.976 2.283  0.127
H17 -2.637 2.746 2.550  0.143
H18 -2.655 5.289 3.625  0.166
C19 -2.244 -3.983 1.138  -0.046
C20 -0.818 -4.398 0.678  -0.273
O19 -0.757 -5.741 1.144  0.124
C21 -1.931 -6.108 1.744  -0.557
O20 -2.127 -7.156 2.260  0.181
O21 -2.868 -5.198 1.470  0.086
F7 0.101 -3.734 1.429  0.065
H19 -2.874 -3.429 0.447  0.137
H20 -2.025 -3.401 2.037  0.106
H21 -0.653 -4.367 -0.396  0.139
C22 2.639 3.292 -3.814  -0.021
C23 3.363 2.302 -2.917  -0.297
O22 3.674 1.266 -3.829  0.071
C24 3.784 1.793 -5.078  -0.568
O23 4.360 1.230 -5.943  0.198
O24 3.097 2.937 -5.139  0.094
F8 2.651 1.794 -1.885  0.078
H22 2.786 4.339 -3.581  0.136
H23 1.604 2.941 -3.810  0.142
H24 4.293 2.668 -2.464  0.181
C25 4.133 1.870 2.310  -0.076
C26 3.506 3.064 3.015  -0.300
O25 4.128 3.100 4.296  0.130
C27 5.122 2.176 4.345  -0.575
O26 5.862 2.111 5.278  0.162
O27 5.128 1.465 3.233  0.095
F9 2.170 2.847 3.106  0.057
H25 4.675 2.289 1.462  0.137
H26 3.340 1.179 2.058  0.099
H27 3.700 4.053 2.604  0.163
C28 1.240 -0.542 6.839  -0.068
C29 1.620 -1.983 6.676  -0.279
O28 2.523 -1.897 5.582  0.137
C30 2.273 -0.743 4.906  -0.540
O29 2.776 -0.393 3.882  0.180
O30 1.297 -0.076 5.508  0.097
F10 0.563 -2.770 6.292  0.046
H28 1.952 -0.050 7.508  0.149
H29 0.286 -0.420 7.350  0.149
H30 2.081 -2.476 7.533  0.171
C31 6.366 -1.473 -1.934  -0.044
C32 5.100 -1.353 -2.763  -0.312
O31 4.136 -1.182 -1.753  0.102
C33 4.748 -0.598 -0.668  -0.517
O32 4.213 -0.311 0.340  0.199
O33 6.082 -0.526 -0.907  0.083
F11 4.863 -2.559 -3.353  0.070
H31 7.312 -1.296 -2.437  0.146
H32 6.356 -2.505 -1.574  0.148
H33 5.121 -0.542 -3.488  0.158
N1 -2.481 -3.355 4.794  0.017
C34 -1.468 -2.591 4.283  -0.138
C35 -2.083 -1.412 3.853  -0.116
C36 -3.459 -1.534 4.023  -0.122
C37 -3.694 -2.722 4.672  -0.125
H34 -2.518 -4.282 5.181  0.150
H35 -0.468 -2.951 4.130  0.107
H36 -1.630 -0.565 3.366  0.077
H37 -4.242 -0.848 3.739  0.090
H38 -4.600 -3.192 5.016  0.108
N2 -3.908 -0.338 -0.539  0.056
C38 -5.185 -0.729 -0.143  -0.131
C39 -5.807 -1.338 -1.204  -0.109
C40 -4.793 -1.663 -2.121  -0.096
C41 -3.651 -1.011 -1.703  -0.163
H39 -3.216 0.144 0.004  0.116
H40 -5.650 -0.335 0.748  0.098
H41 -6.856 -1.584 -1.196  0.092
H42 -4.872 -2.358 -2.936  0.078
H43 -2.674 -1.067 -2.156  0.059

***

Number 3 is which compound?
C41H43F11N2O33

***

spin multiplicity of number 2 (C41H43BrCl3F5HfN6O5)?
1